The following is a quantum chemistry calculation of the molecule C17H21N3O3S, from the Open Molecules 2025 dataset.

CARTESIAN COORDINATES (ANGSTROEM)
S1 -0.992368 -2.555788 -1.853025
O1 -2.046184 -3.416287 -1.414339
O2 -0.419378 -2.747271 -3.151900
O3 -1.178780 4.961129 -1.608022
N1 1.150337 -0.833279 1.935028
N2 0.260237 -2.691031 -0.763307
N3 -2.376097 3.124143 -0.910661
C1 1.489463 0.089370 0.863160
C2 1.081300 1.329077 -3.311702
C3 -3.061173 0.705829 -0.569849
C4 1.117722 -2.226344 1.525131
C5 -1.158272 1.477454 -1.809717
C6 1.153192 -0.934300 4.395809
C7 -1.332702 3.765920 -1.574817
C8 -0.093309 -2.527625 0.633871
C9 -1.514733 -0.853790 -1.655490
C10 -0.522115 2.672534 -2.174164
C11 0.619134 2.604534 -2.934493
C12 -2.628629 -0.596390 -0.898053
C13 1.954706 -0.634804 3.133438
C14 -2.303734 1.752196 -1.030524
C15 0.452298 0.158351 -2.948348
C16 0.854859 1.458204 1.091778
C17 -0.716532 0.200416 -2.157311
H1 1.148508 3.492778 -3.242460
H2 -0.574156 -3.461582 0.930879
H3 -0.221806 1.348330 1.191580
H4 0.865035 -1.980704 4.444784
H5 1.061276 -2.158631 -1.065316
H6 1.971966 1.271302 -3.920053
H7 -3.948342 0.846499 0.026703
H8 2.582145 0.196591 0.746593
H9 1.236191 1.927060 1.994408
H10 0.824254 -0.797076 -3.285868
H11 1.747272 -0.700559 5.275657
H12 1.095334 -0.306928 -0.073798
H13 2.040871 -2.532976 1.002787
H14 -3.093003 3.628857 -0.414462
H15 -0.822455 -1.716649 0.764351
H16 1.038906 -2.826303 2.431548
H17 1.066535 2.111171 0.248533
H18 0.250807 -0.329938 4.407214
H19 2.866534 -1.254573 3.110547
H20 -3.194702 -1.447853 -0.551631
H21 2.269587 0.408936 3.165512

Cartesian forces (eV/Å) of the 2 atoms listed first:
0.4 0.1 0.1
-0.1 0.2 0.3

Properties
Gap between HOMO and LUMO   7.88 eV
Structure (SMILES)   CCN(CC)CCNS(=O)(=O)c1ccc2c3c(cccc13)C(=O)N2
Relative energy (zero: lowest compared OMol25 entry of this formula, charge and spin)   46.3 kcal per mole

Atomic partial charges in e from the Löwdin method, atoms 1 to 2: number 1, S, carries 0.642; number 2, O, carries -0.276


The following is a quantum chemistry calculation of the molecule C17H21N3O4, from the Open Molecules 2025 dataset.

CARTESIAN COORDINATES (ANGSTROEM)
O1 0.723548 -3.359149 0.465871
O2 7.052913 3.121571 -0.238752
O3 -6.345629 2.217361 0.462692
O4 2.828676 0.505983 -0.531721
N1 -4.156822 0.466777 -0.035130
N2 -0.510129 -1.763545 -0.577489
N3 1.620788 -0.084262 -0.585050
C1 -3.359453 -0.502892 -0.764878
C2 3.738675 -0.360135 -0.045335
C3 -5.086863 2.712059 0.073007
C4 -5.463548 -0.043346 0.346343
C5 -6.194728 1.012921 1.175012
C6 6.771131 1.816175 0.000283
C7 6.104581 -0.843812 0.477139
C8 5.454319 1.396003 -0.138946
C9 -2.868573 -1.638451 0.135019
C10 7.411304 -0.418721 0.610174
C11 1.762131 -1.311638 -0.134072
C12 3.105853 -1.549914 0.229838
C13 7.751101 0.902789 0.375889
C14 -1.770507 -2.462769 -0.539612
C15 0.621088 -2.258099 -0.037781
C16 5.116717 0.067561 0.099972
C17 -4.330585 1.699604 -0.786388
H1 5.847817 -1.874620 0.657672
H2 7.994334 3.287882 -0.107401
H3 -3.347788 2.103797 -1.038387
H4 -5.627100 1.196003 2.099854
H5 -3.694469 -2.306460 0.379641
H6 3.502432 -2.457508 0.629320
H7 4.702045 2.110753 -0.430118
H8 8.777121 1.228590 0.483719
H9 -7.201926 0.676070 1.426196
H10 -2.494671 0.036414 -1.160963
H11 -3.914338 -0.924680 -1.623253
H12 -5.338216 -0.941993 0.950521
H13 -0.478726 -0.821552 -0.936954
H14 8.178529 -1.120932 0.899145
H15 -4.894391 1.527294 -1.721137
H16 -2.079030 -2.724555 -1.558900
H17 -1.588085 -3.384724 0.018142
H18 -4.485188 2.944273 0.964543
H19 -2.486810 -1.212518 1.063538
H20 -5.276355 3.628619 -0.488280
H21 -6.071171 -0.292229 -0.542982

Cartesian forces (eV/Å) of the 2 atoms listed first:
0.3 -0.1 0.1
0.0 0.2 0.0

Properties
Gap between HOMO and LUMO   9.00 eV
Structure (SMILES)   O=C(NCCCN1CCOCC1)c1cc(-c2cccc(O)c2)on1
Relative energy (zero: lowest compared OMol25 entry of this formula, charge and spin)   86.8 kcal per mole

Atomic partial charges in e from the Löwdin method, atoms 1 to 2: number 1, O, carries 0.077; number 2, O, carries 0.063


The following is a quantum chemistry calculation of the molecule C17H21N3O5, from the Open Molecules 2025 dataset.

CARTESIAN COORDINATES (ANGSTROEM)
O1 2.303670 1.712799 -1.082218
O2 -3.983301 0.370345 0.788453
O3 -1.423426 -2.601946 -1.219066
O4 -1.365536 1.648838 -1.956035
O5 -0.529244 -4.170637 0.145177
N1 -1.443661 1.671026 1.199920
N2 -0.103127 -0.095391 -1.370985
N3 1.708505 -2.536324 0.541447
C1 2.612276 -1.527640 0.581779
C2 -3.719490 1.613064 0.162954
C3 -2.801514 -0.392285 0.889744
C4 4.591381 -0.311205 1.007254
C5 -2.664129 2.413431 0.937585
C6 2.854029 0.732946 -0.324062
C7 2.077841 -0.433343 -0.141956
C8 4.102833 0.770544 0.265019
C9 3.872834 -1.470086 1.173953
C10 -2.561249 -3.419179 -1.466062
C11 0.792191 -0.833957 -0.608607
C12 -0.368788 1.768989 0.235117
C13 -0.484669 -3.081657 -0.383614
C14 -1.743300 0.349307 1.716153
C15 3.035517 2.895483 -1.297923
C16 -0.641156 1.135013 -1.128141
C17 0.607875 -2.142646 -0.185775
H1 -3.384942 1.448918 -0.869408
H2 -2.583597 -3.668921 -2.527312
H3 -2.136980 0.485359 2.730863
H4 -0.181277 2.832960 0.066096
H5 -4.669293 2.150293 0.150871
H6 3.242659 3.414591 -0.356957
H7 4.264130 -2.305752 1.731115
H8 -3.451443 -2.849908 -1.198164
H9 4.732230 1.638699 0.155790
H10 1.795983 -3.455334 0.943559
H11 -2.498925 -4.329957 -0.868074
H12 -0.825579 -0.238922 1.771571
H13 -3.081692 2.687035 1.914529
H14 -2.420477 3.322269 0.387978
H15 2.400906 3.519893 -1.924319
H16 0.511370 1.322051 0.696078
H17 3.976594 2.695426 -1.819301
H18 -2.412316 -0.607704 -0.115831
H19 -0.495342 -0.572675 -2.175370
H20 5.572580 -0.225010 1.448718
H21 -3.080955 -1.328798 1.377435

Cartesian forces (eV/Å) of the 2 atoms listed first:
-0.2 -0.4 0.1
-0.1 0.0 0.2

Properties
Gap between HOMO and LUMO   8.07 eV
Structure (SMILES)   COC(=O)c1[nH]c2cccc(OC)c2c1NC(=O)CN1CCOCC1
Relative energy (zero: lowest compared OMol25 entry of this formula, charge and spin)   65.8 kcal per mole

Atomic partial charges in e from the Löwdin method, atoms 1 to 2: number 1, O, carries -0.081; number 2, O, carries -0.131


The following is a quantum chemistry calculation of a cluster of 3 separate species, C17H21N4O4 in total, from the Open Molecules 2025 dataset.

CARTESIAN COORDINATES (ANGSTROEM)
O1 -3.825249 5.037097 -5.366851
O2 -0.214036 2.629954 -2.335745
O3 4.749773 -2.490397 1.328701
O4 2.404134 -2.134452 6.061077
N1 -0.300959 -2.139876 0.830251
N2 -1.671542 -1.180243 2.446279
N3 -2.544715 -1.479318 -0.769574
N4 0.049795 0.079268 1.522081
C1 2.159095 -2.209284 3.727458
C2 4.425777 -2.336388 4.862505
C3 4.227279 -2.413856 2.417765
C4 2.951707 -2.219547 4.986374
C5 -1.719207 -0.451554 -1.445566
C6 -1.042954 3.186152 -3.032752
C7 -1.784259 3.869300 -5.266188
C8 0.284559 -1.734607 -0.478426
C9 -0.878056 3.264500 -4.502585
C10 0.021108 0.653716 0.143376
C11 5.017037 -2.426046 3.672760
C12 2.750506 -2.298519 2.540257
C13 -0.661179 -1.107432 1.609530
C14 -2.998093 4.491141 -4.676137
C15 -0.262415 -0.393105 -0.954265
C16 -3.158313 4.414386 -3.199437
C17 -2.250218 3.808700 -2.439524
H1 1.084105 -2.129808 3.844474
H2 -2.134805 -2.056480 2.615900
H3 1.014721 1.054314 -0.037495
H4 1.004692 -0.059405 1.825039
H5 -0.666049 1.489391 0.066676
H6 -1.997962 -0.348946 2.905760
H7 -2.175158 0.521303 -1.278788
H8 0.141037 -2.522681 -1.209848
H9 1.364031 -1.642202 -0.354628
H10 -1.726593 -0.625473 -2.520028
H11 -4.046358 4.878164 -2.789432
H12 -1.046591 -2.813156 0.706728
H13 -1.685654 3.939459 -6.341779
H14 0.338475 -0.101357 -1.814072
H15 0.013780 2.806349 -4.910759
H16 -2.344149 3.746116 -1.362217
H17 6.090153 -2.510580 3.561194
H18 -2.658785 -2.282981 -1.370432
H19 2.194544 -2.297960 1.611068
H20 4.982572 -2.343205 5.790472
H21 -3.475582 -1.120452 -0.619198

Cartesian forces (eV/Å) of the 2 atoms listed first:
0.0 0.0 0.0
-0.1 -0.2 0.1

Properties
Gap between HOMO and LUMO   8.69 eV
Net charge   +1

Atomic partial charges in e from the Löwdin method, atoms 1 to 2: number 1, O, carries 0.132; number 2, O, carries 0.078


The following is a quantum chemistry calculation of the molecule C17H21N5, from the Open Molecules 2025 dataset.

CARTESIAN COORDINATES (ANGSTROEM)
N1 6.699644 0.748642 0.760242
N2 5.931721 -0.991195 -0.656107
N3 8.175629 -0.758972 -0.259960
N4 -1.670485 0.301074 -0.080283
N5 4.648981 -0.626596 -0.693125
C1 -6.395080 -1.265913 -0.516551
C2 3.868531 -0.783523 0.303610
C3 1.876812 -0.065305 -0.991362
C4 -2.144163 1.321740 -0.995493
C5 -5.228892 -1.839441 -0.997161
C6 0.278145 -0.343861 1.240903
C7 6.861402 -0.365214 -0.058858
C8 -1.647107 2.720365 -0.626390
C9 -3.926434 -0.443317 0.468155
C10 1.625428 -0.624424 1.316243
C11 -6.327539 -0.283400 0.455308
C12 0.533923 0.211477 -1.072203
C13 2.457447 -0.494790 0.205420
C14 -5.098437 0.127546 0.943111
C15 -2.578393 -0.024674 1.000124
C16 -4.002771 -1.432894 -0.505605
C17 -0.313719 0.071655 0.040252
H1 -1.837218 1.077039 -2.015518
H2 4.231122 -1.150809 1.272579
H3 -2.698996 0.814377 1.702976
H4 -2.038070 3.453435 -1.327100
H5 5.798998 1.194862 0.652391
H6 -1.976555 2.988042 0.375162
H7 8.775039 -0.632432 0.542016
H8 -5.277105 -2.607669 -1.754887
H9 7.466864 1.403883 0.736008
H10 8.243237 -1.679167 -0.668366
H11 -7.353482 -1.584452 -0.899015
H12 2.510135 0.037124 -1.858799
H13 -0.560350 2.754034 -0.652318
H14 -0.308291 -0.433138 2.142202
H15 -7.233253 0.167757 0.833474
H16 -5.050586 0.898032 1.700191
H17 -2.167074 -0.874571 1.550002
H18 0.130915 0.526768 -2.021308
H19 -3.235683 1.302315 -0.974300
H20 -3.089995 -1.874750 -0.877478
H21 2.045724 -0.939652 2.261800

Cartesian forces (eV/Å) of the 2 atoms listed first:
0.0 0.0 -0.1
1.2 -1.2 0.1

Properties
Gap between HOMO and LUMO   8.12 eV
Structure (SMILES)   CCN(Cc1ccccc1)c1ccc(/C=N/N=C(N)N)cc1
Relative energy (zero: lowest compared OMol25 entry of this formula, charge and spin)   2.5 kcal per mole

Atomic partial charges in e from the Löwdin method, atoms 1 to 2: number 1, N, carries 0.125; number 2, N, carries 0.020


The following is a quantum chemistry calculation of a cluster of 3 separate species, C17H21N5OS in total, from the Open Molecules 2025 dataset.

CARTESIAN COORDINATES (ANGSTROEM)
S1 3.511998 0.127814 2.723884
O1 1.363338 1.228536 -0.552369
N1 -4.359960 1.417312 0.754665
N2 2.925603 -2.117474 -0.030235
N3 1.711399 3.403565 2.057089
N4 5.717608 -2.481935 -4.177978
N5 0.935879 -0.298576 2.194751
C1 1.980104 2.469135 1.475480
C2 -5.539256 0.898265 1.104712
C3 4.193197 -4.183667 -4.913832
C4 5.046106 -2.437129 -3.024185
C5 2.194953 1.244792 0.594736
C6 2.585835 -1.272324 0.640487
C7 -4.356646 2.688321 0.347146
C8 -0.239677 -0.604145 1.364517
C9 5.284120 -3.348338 -5.096024
C10 -6.705292 2.917759 0.639839
C11 3.513327 -4.120382 -3.707676
C12 -6.733873 1.599583 1.064506
C13 3.945508 -3.229789 -2.737630
C14 -1.852213 0.863069 2.812572
C15 -1.340257 0.512540 1.384547
C16 2.155054 -0.067945 1.449447
C17 -5.492828 3.478309 0.273374
H1 3.442668 -3.148519 -1.780424
H2 -2.812419 0.380664 3.065898
H3 -1.132244 0.656765 3.627506
H4 3.241772 1.346291 0.228474
H5 2.656161 -4.757644 -3.525549
H6 -7.660981 1.126128 1.358514
H7 0.921603 2.090297 -0.558896
H8 -5.511426 -0.135398 1.433841
H9 -7.616845 3.501116 0.595332
H10 2.917371 1.040441 3.554739
H11 -5.429230 4.504627 -0.062473
H12 0.767973 0.453292 2.854803
H13 -0.014110 -0.794285 0.301525
H14 -2.195050 0.078451 0.830837
H15 -3.385018 3.082818 0.067604
H16 5.849422 -3.364239 -6.021900
H17 -1.013277 1.401595 0.811055
H18 -2.025578 1.959563 2.836554
H19 -0.749919 -1.521410 1.734789
H20 5.419998 -1.722379 -2.298389
H21 3.885101 -4.865473 -5.695663

Cartesian forces (eV/Å) of the 2 atoms listed first:
0.2 0.1 0.1
-0.3 0.5 0.9

Properties
Gap between HOMO and LUMO   9.72 eV
Structure (SMILES)   CCCN[C@@](S)(C#N)[C@@H](O)C#N.c1ccncc1.c1ccncc1
Relative energy (zero: lowest compared OMol25 entry of this formula, charge and spin)   63.8 kcal per mole

Atomic partial charges in e from the Löwdin method, atoms 1 to 2: number 1, S, carries 0.829; number 2, O, carries 0.000


> What is the formula in the fourth record?

C17H21N4O4


> The lowest gap between HOMO and LUMO belongs to which entry?

C17H21N3O3S


> Among the records above, which one has the lowest gap between HOMO and LUMO?

C17H21N3O3S


> Among the records above, which one has the highest gap between HOMO and LUMO?

C17H21N5OS